No. 1
29
Properties=species:S:1:pos:R:3:forces:R:3 method="wB97M-V/def2-TZVPD" largest_force_ev_per_a=2.73 gap_ev="6.5 / 9.3" charge=+1 spin_multiplicity=4
V 0.4888 -0.1141 -0.0246 0.272 1.976 0.586
O 1.3085 -2.1032 3.2695 -0.003 -0.059 0.156
C 0.9469 -1.7392 2.0595 -0.110 -1.476 0.284
O 0.9230 -0.5483 1.6761 0.753 0.038 2.471
C 0.5596 -2.7044 1.0425 0.168 0.025 0.638
C 0.3604 -4.0836 1.0755 -0.026 -0.045 -0.244
C -0.0085 -4.7210 -0.1041 0.175 0.180 0.461
C -0.1444 -3.9893 -1.2838 0.120 0.905 -0.139
C 0.0417 -2.6141 -1.2223 -0.324 -0.748 -0.714
N 0.3636 -1.9980 -0.0890 -0.031 -2.437 0.294
C -0.0996 -1.5498 -2.3044 -0.202 -1.414 -0.846
O -0.3004 -1.7676 -3.4703 0.027 0.046 0.443
O 0.0473 -0.3926 -1.7316 -0.584 0.525 -2.617
H 1.5499 -1.3387 3.8214 -0.092 -0.096 -0.211
H 0.4858 -4.6322 1.9940 0.031 -0.048 0.118
H -0.1871 -5.7854 -0.1096 0.037 -0.067 0.032
H -0.3838 -4.4606 -2.2236 -0.082 0.027 -0.083
O 0.4240 1.7001 -0.2800 0.440 1.731 0.589
N -0.1059 2.3125 -1.3002 -0.592 0.939 -1.333
C -1.2693 2.9664 -1.1556 -0.403 0.135 0.166
C -1.8860 3.5461 -2.2441 0.208 -0.085 -0.079
C -1.2953 3.4502 -3.4981 0.171 -0.136 0.248
C -0.0756 2.7993 -3.6126 -0.169 0.116 0.139
C 0.5064 2.2455 -2.4926 0.330 -0.134 -0.288
H -1.6848 2.9860 -0.1546 0.159 -0.071 -0.118
H -2.8259 4.0564 -2.1095 -0.051 0.016 0.081
H -1.7734 3.8712 -4.3662 -0.066 0.080 -0.098
H 0.4193 2.7059 -4.5659 0.089 -0.023 -0.012
H 1.4534 1.7162 -2.5119 -0.246 0.100 0.073

---

No. 2
30
Properties=species:S:1:pos:R:3:forces:R:3 method="wB97M-V/def2-TZVPD" largest_force_ev_per_a=3.69 gap_ev="2.4 / 2.4" charge=-2 de_lowest_ev=1.932
C -1.8975 -2.6625 -1.5146 1.044 -0.291 0.591
C -2.6155 -2.3112 -0.3355 0.384 -0.346 0.611
C -1.6939 -2.0367 0.6984 -0.202 -0.720 -0.952
C -0.3532 -2.1614 0.1464 -0.987 -0.363 -0.359
C -0.5052 -2.5816 -1.2362 -1.218 -1.075 0.176
Sn -0.5708 -0.0121 -0.7859 3.448 -1.066 -0.752
N 2.2355 -1.0698 -1.9633 -0.841 0.486 0.255
C -2.2464 1.0470 -1.2812 -0.618 0.403 -2.279
C -2.5197 1.0829 0.1372 -0.257 0.181 2.115
H -1.9248 -1.8536 1.7426 -0.018 0.284 -0.348
H -3.7021 -2.2848 -0.2364 0.316 0.119 -0.031
H 0.5781 -2.2160 0.7098 -0.257 0.229 -0.275
H 0.3235 -2.8765 -1.8803 -0.208 0.638 0.154
H -2.3432 -2.9905 -2.4508 0.139 0.266 0.090
H -3.3037 0.4745 0.5819 0.116 0.061 -0.185
H -1.8843 1.9393 -1.8093 -0.449 0.028 0.116
H 2.5938 -0.5399 -2.7946 -0.388 -0.007 0.414
H -2.1599 1.9096 0.7413 -0.147 0.175 -0.127
H -2.8867 0.4444 -1.9388 0.010 0.298 0.232
Cl 1.2783 2.5557 -1.7835 0.298 0.026 0.111
C 1.7687 1.9627 -0.2210 0.745 -0.324 0.836
C 0.9692 0.9995 0.4026 -0.700 1.050 0.236
C 1.1755 0.7243 1.7496 1.306 0.544 -0.182
Cl -0.0385 -0.1312 2.6455 0.126 0.017 0.438
C 2.3338 1.1920 2.4167 -0.337 0.285 -1.416
Cl 2.6435 0.7167 4.0378 0.183 0.016 0.461
C 3.2243 2.0488 1.7312 -1.381 -0.562 -0.646
Cl 4.6184 2.6293 2.5188 0.678 0.210 0.286
C 2.9276 2.4626 0.3985 -1.035 -0.930 0.538
Cl 3.9752 3.5386 -0.4272 0.251 0.367 -0.108

---

No. 3
31
Properties=species:S:1:pos:R:3:forces:R:3 method="wB97M-V/def2-TZVPD" largest_force_ev_per_a=5.60 gap_ev="5.2 / 5.4"
C -0.6097 -3.1738 -0.7715 -0.494 -0.802 1.422
C -1.7450 -2.9678 0.0883 1.176 -0.926 0.154
C -1.2694 -2.5815 1.3851 0.508 -1.153 -0.115
C 0.1790 -2.5830 1.3510 -0.810 -1.362 -0.476
C 0.5889 -2.9147 -0.0079 -0.371 -0.775 0.546
Ti -0.4784 -1.0783 -0.0296 -1.975 3.210 -4.139
N -1.2159 -0.4105 -2.0518 1.102 -0.764 1.030
C -2.2381 0.1973 -2.8261 -1.101 0.494 0.735
C -3.0261 0.2853 -1.5319 1.442 -0.783 -0.285
H -1.8789 -2.4153 2.2716 0.145 0.046 -0.382
H -2.7847 -3.1392 -0.1783 0.278 0.352 0.013
H 0.8457 -2.4594 2.2055 -0.296 0.357 -0.463
H 1.6144 -3.0439 -0.3488 -0.362 0.054 0.101
H -0.6386 -3.4932 -1.8103 -0.051 0.356 0.280
H -3.5918 -0.5652 -1.1845 -0.241 0.051 -0.052
H -2.7009 -0.4415 -3.6084 0.126 0.364 0.375
H -0.3918 -0.5318 -2.6483 0.559 -0.085 0.449
H -2.8324 1.0947 -0.8563 -0.200 0.408 0.112
H -1.9881 1.2044 -3.2250 -0.190 -0.515 0.064
F 3.5919 4.6350 1.4243 -0.398 -0.537 -0.043
C 2.8083 3.5437 1.2961 0.026 0.031 0.051
C 3.1878 2.3365 1.8967 0.506 0.642 0.094
F 4.3397 2.2748 2.6047 -0.767 0.041 -0.451
C 2.3893 1.2232 1.7476 -0.191 -0.314 -0.092
F 2.7398 0.0445 2.3116 -0.111 0.677 -0.312
C 1.2134 1.2763 0.9824 0.208 -0.010 0.169
O 0.5191 0.1725 0.7995 0.392 1.454 0.485
C 0.8242 2.5034 0.4224 -0.308 -0.325 -0.140
F -0.3299 2.5795 -0.2875 0.719 -0.080 0.417
C 1.6156 3.6246 0.5684 0.531 0.602 0.148
F 1.2626 4.8035 0.0111 0.148 -0.708 0.305

---

No. 4
36
Properties=species:S:1:pos:R:3:forces:R:3 method="wB97M-V/def2-TZVPD" largest_force_ev_per_a=1.65 gap_ev=5.5 charge=-2
Pd 0.9907 0.0406 0.0052 -0.018 -0.280 -0.009
N 3.8502 2.1319 -0.2122 0.083 0.033 -0.088
C 4.0805 0.7935 -0.0761 0.089 -0.866 0.048
N 5.3122 0.2880 -0.0353 -0.299 0.765 -0.058
N 5.1223 -1.0268 0.0757 0.190 -0.319 0.042
N 3.8726 -1.2987 0.1016 -0.062 -0.555 0.102
N 3.1494 -0.1748 0.0050 -0.114 1.121 -0.062
C 2.6304 2.7242 -0.0235 -0.734 0.348 0.075
N 2.5196 4.0451 0.0853 0.666 -0.535 -0.111
N 1.2113 4.2539 0.2320 -0.271 0.248 0.082
N 0.5792 3.1429 0.2176 -0.585 0.181 0.189
N 1.4242 2.1203 0.0507 1.070 -0.133 -0.089
H 4.6521 2.7303 -0.0974 -0.119 -0.055 -0.023
C -4.5985 2.4011 -0.0204 -0.329 0.205 0.008
C -3.3255 2.9584 -0.0711 -0.217 0.103 -0.014
C -2.1961 2.1760 -0.0815 0.375 -0.144 -0.071
C -2.2624 0.7700 -0.0270 -0.420 0.225 -0.017
C -3.5735 0.2200 0.0146 0.024 -0.363 0.025
C -4.6930 1.0183 0.0167 -0.227 0.217 0.001
N -1.1674 -0.0386 -0.0280 1.624 -0.273 0.012
N -1.5604 -1.3512 -0.0115 -0.276 -0.916 0.007
C -0.6783 -2.2830 -0.0038 -0.263 1.057 -0.012
C -1.1064 -3.6546 -0.0011 0.010 -0.580 0.007
C -0.1994 -4.6574 0.0017 -0.352 0.108 -0.002
C 1.1772 -4.3352 0.0010 0.362 0.059 -0.002
C 1.5450 -3.0114 0.0005 0.699 -0.691 -0.029
N 0.6900 -1.9908 0.0007 -0.560 0.857 -0.004
H -5.4904 3.0198 -0.0085 0.035 0.024 -0.014
H -3.2147 4.0372 -0.1063 0.057 0.040 0.001
H -1.2261 2.6401 -0.1103 -0.146 0.005 -0.001
H -3.6832 -0.8532 0.0468 0.019 0.113 -0.005
H -5.6742 0.5518 0.0478 0.007 -0.049 0.012
H -2.1718 -3.8296 -0.0017 -0.068 -0.005 -0.003
H -0.5125 -5.6965 0.0034 -0.092 -0.004 0.001
H 1.9310 -5.1096 0.0042 0.105 0.064 -0.001
H 2.5975 -2.7532 0.0053 -0.260 -0.004 0.002

---

No. 5
40
Properties=species:S:1:pos:R:3:forces:R:3 method="wB97M-V/def2-TZVPD" largest_force_ev_per_a=2.91 gap_ev="4.7 / 4.9" charge=-2 de_lowest_ev=2.589
Pd -0.0237 -0.0680 0.2444 -1.269 1.259 -2.291
O -1.0194 -3.6729 -1.0419 0.053 0.267 0.222
S -0.6423 -3.0417 0.2397 0.158 -1.654 -1.120
O -0.5945 -3.9820 1.3300 -0.158 0.404 0.190
O -1.4922 -1.8506 0.4348 0.829 1.307 -0.100
C 1.0604 -2.5030 -0.0422 -0.060 -0.208 0.391
C 1.7089 -3.0962 -1.1173 0.036 0.025 -0.072
C 3.0184 -2.7652 -1.4219 0.002 0.011 0.095
C 3.6940 -1.8360 -0.6405 -0.025 0.027 -0.018
C 3.0628 -1.2498 0.4404 -0.083 -0.056 -0.092
C 1.7405 -1.5721 0.7550 0.306 -0.424 0.664
S 1.2387 -0.8483 2.3764 1.612 -0.117 1.194
O 1.8360 0.4733 2.3367 0.061 -0.103 0.085
O 1.8441 -1.7383 3.3454 -0.372 -0.117 -0.066
O -0.2277 -0.7790 2.4303 0.203 0.174 -0.307
H 1.1526 -3.7982 -1.7208 -0.004 0.019 -0.021
H 3.5123 -3.2272 -2.2679 -0.025 -0.013 -0.017
H 4.7183 -1.5711 -0.8715 0.014 0.023 -0.012
H 3.5608 -0.5306 1.0748 0.049 0.038 -0.071
O -0.4301 6.1843 0.8135 0.044 -0.073 -0.157
C -0.3824 5.0204 0.4574 -0.083 0.329 0.160
C -1.5499 4.1114 0.2418 -0.104 0.069 -0.247
O -2.7111 4.4454 0.0230 0.058 -0.081 0.171
C -0.9934 2.7594 0.2593 0.254 -0.338 0.078
C 0.4338 2.8270 0.0790 -0.812 0.636 0.110
O 1.1474 1.8116 -0.1582 -0.259 -1.602 0.466
C 0.8623 4.2322 0.1631 0.302 -0.218 -0.110
O 1.9774 4.7029 -0.0023 0.022 -0.023 0.050
O -1.6164 1.6726 0.3470 -0.617 0.344 -0.140
C -3.6676 1.0484 -1.9597 0.028 -0.069 -0.129
N -2.2709 0.9055 -2.3332 -0.061 -0.138 0.501
C -1.6120 -0.2584 -2.2722 0.062 0.592 -1.410
N -2.3099 -1.3887 -2.3871 -0.217 -0.634 0.654
S 0.0988 -0.2214 -2.3724 -0.039 -0.015 1.130
H -3.8966 2.1098 -1.9248 -0.030 -0.013 0.048
H -3.8537 0.6305 -0.9688 0.018 0.029 0.043
H -4.3047 0.5623 -2.7047 -0.033 0.041 0.031
H -1.6880 1.7110 -2.1717 0.084 -0.025 0.129
H -3.2486 -1.3601 -2.0115 -0.031 -0.025 -0.118
H -1.8284 -2.2702 -2.1529 0.085 0.355 0.085

---

No. 6
33
Properties=species:S:1:pos:R:3:forces:R:3 method="wB97M-V/def2-TZVPD" largest_force_ev_per_a=0.25 gap_ev="7.1 / 6.7" charge=+1 de_lowest_ev=0.000 spin_multiplicity=2
Re -0.1332 -0.4917 0.5151 -0.200 0.134 0.062
O 1.6858 -0.4312 -0.3232 0.055 0.042 0.068
N 2.6492 -1.2927 0.0715 -0.024 -0.051 0.042
C 3.8810 -1.1236 -0.4550 0.036 0.041 -0.040
C 4.8895 -1.9678 -0.0912 0.013 -0.032 0.022
C 4.6231 -2.9940 0.8231 -0.033 0.002 0.002
C 3.3566 -3.1421 1.3350 0.061 -0.039 0.011
C 2.3432 -2.2639 0.9472 -0.042 0.029 -0.036
S 0.6900 -2.3756 1.4582 0.120 -0.167 0.040
H 3.9727 -0.3014 -1.1478 -0.011 0.001 0.002
H 5.8738 -1.8314 -0.5128 -0.007 0.017 -0.008
H 5.4120 -3.6685 1.1254 -0.005 0.000 0.003
H 3.1145 -3.9246 2.0399 0.001 0.005 -0.004
S -5.6583 -0.3678 0.7908 -0.028 -0.039 -0.139
Sb -5.4917 -0.8253 -1.3464 0.046 0.028 0.201
S -2.2208 -0.2884 1.6819 0.061 0.054 0.063
S -2.1827 -1.6857 0.2342 -0.045 0.009 -0.103
S -3.0028 -1.1947 -1.6035 -0.025 -0.045 -0.035
C 0.3021 1.4312 1.3457 0.043 0.090 0.014
C -0.6115 1.9999 0.3580 0.023 -0.062 -0.174
C -0.4876 1.5383 -0.9723 0.025 0.026 0.041
C -1.5743 1.6523 -1.8502 -0.031 -0.017 -0.102
C -2.7498 2.2229 -1.4105 0.051 0.022 0.079
C -2.8257 2.8160 -0.1351 -0.028 0.033 0.033
C -1.7736 2.7041 0.7287 -0.052 -0.005 0.043
C -3.9529 2.0205 -2.1543 0.033 -0.054 -0.038
N -4.9323 1.6801 -2.6563 -0.037 0.049 -0.027
H 0.0617 1.6682 2.3767 -0.003 -0.053 0.013
H 1.3627 1.5591 1.1340 -0.002 -0.019 -0.018
H 0.4753 1.2180 -1.3561 -0.002 0.011 -0.023
H -1.5054 1.2566 -2.8539 0.007 0.000 0.007
H -3.7418 3.3046 0.1697 0.011 0.000 0.006
H -1.8489 3.0987 1.7336 -0.010 -0.009 -0.007